(1)
43
Properties=species:S:1:pos:R:3:forces:R:3 method="wB97M-V/def2-TZVPD" spin_multiplicity=3 charge=-2 gap_ev="4.2 / 5.1" s_squared=2.012
C 1.92866 -5.26663 3.92129 -0.0148 0.0011 0.0005
C 4.00389 2.09672 0.31435 -0.0417 -0.0227 -0.0147
S -4.78921 -0.44510 1.80982 0.0045 -0.0002 -0.0303
As -2.99765 -0.32583 0.61087 0.0279 -0.0034 -0.0049
H 1.90011 -1.83852 -3.31519 0.0001 0.0060 0.0053
C 3.51941 -3.52131 3.40561 -0.0028 -0.0096 -0.0109
H 5.24795 -3.56190 -1.28232 0.0004 -0.0003 0.0013
C 2.48448 -2.70251 2.99002 -0.0200 0.0019 0.0377
H 3.97020 -3.21331 -3.43112 -0.0001 -0.0049 0.0014
H 2.65284 2.96200 1.88697 0.0017 -0.0012 -0.0007
N 1.76454 1.98672 0.27007 0.0986 -0.0020 0.0387
I 5.92771 2.49030 0.93415 0.0007 0.0074 0.0025
C 3.62976 1.38779 -0.80331 0.0334 0.0116 0.0217
H 0.36582 -2.50014 2.69251 -0.0095 -0.0263 0.0089
N 2.28759 1.37893 -0.80265 -0.0397 0.0359 -0.0327
C 2.48970 -2.02407 -2.42039 -0.0281 -0.0054 -0.0246
N 2.01976 -1.46971 -1.30882 0.0264 0.0904 -0.0698
O 2.05933 -0.16647 3.23265 -0.0361 0.0664 -0.0017
N 2.08575 -1.06367 0.94151 0.2977 0.2722 -0.1403
C 1.62191 -6.64498 4.44664 0.0002 -0.0007 0.0000
H 1.69028 0.73822 -1.31606 0.0105 -0.0393 0.0134
S -1.87272 1.50658 0.69322 -0.0002 -0.0383 -0.0029
C 2.67626 -1.65295 -0.14615 -0.1221 -0.0962 0.0975
H 0.70859 -7.04008 4.00095 0.0007 0.0005 -0.0030
S -4.29133 -0.56842 -1.10267 -0.0291 -0.0163 0.0327
C 3.63868 -2.78852 -2.49311 0.0138 -0.0052 0.0438
Pd 0.11588 0.10125 0.83947 -0.1305 -0.0919 0.0134
O 4.23233 -0.89319 2.33428 -0.0197 -0.0511 -0.0471
H 4.53514 -3.14987 3.35677 0.0012 -0.0037 0.0042
H -0.12427 -4.77577 3.51672 -0.0044 0.0108 -0.0106
C 1.16737 -3.14854 3.03254 0.0554 0.0352 0.0100
C 2.80003 2.44119 0.95574 -0.0014 0.0119 -0.0043
S -1.50162 -1.84046 0.90807 -0.0571 0.0166 -0.0342
H 2.43534 -7.34036 4.23246 0.0013 0.0021 0.0028
H 1.47805 -6.62891 5.53038 -0.0025 0.0018 -0.0005
C 4.33494 -2.97615 -1.29983 -0.0093 -0.0028 -0.0286
H 4.04726 -5.44899 4.18868 0.0011 0.0046 -0.0008
H 4.42121 -2.54638 0.78575 0.0103 0.0020 0.0217
C 3.87148 -2.42015 -0.13172 -0.0659 -0.0125 0.0261
C 0.90155 -4.42507 3.49536 -0.0123 -0.0228 0.0140
C 3.23664 -4.80115 3.86976 0.0270 0.0162 -0.0073
S 2.78945 -1.05748 2.37176 0.0341 -0.1441 0.0727
H 4.20772 0.87331 -1.55224 0.0002 0.0063 -0.0005

(2)
41
Properties=species:S:1:pos:R:3:forces:R:3 method="wB97M-V/def2-TZVPD" spin_multiplicity=3 gap_ev="7.9 / 5.7" s_squared=2.030
C 0.74210 -0.86178 5.17178 0.2858 0.0613 0.6755
O 3.28987 -0.99829 -2.23014 1.4852 -0.4153 -0.1245
C 0.33173 1.04669 3.85624 -0.2105 1.0967 0.4172
C -0.20398 0.25885 2.78921 -0.4500 0.1361 0.0450
C -0.24448 -1.16051 2.98937 -0.0400 -0.6191 0.1342
C 0.23741 -1.68607 4.15944 -0.3391 -0.1806 -0.6955
H -1.61033 -3.49475 -0.11104 0.0390 0.0618 -0.1816
C -0.94912 -2.01302 1.96939 -0.0564 -0.2146 0.0249
N -0.31425 -2.00295 0.66494 0.1101 -0.5283 0.1725
H 4.60717 -0.21725 0.36395 0.0394 -0.0690 -0.2369
H -5.28434 -1.33102 -2.13500 -0.0566 -0.0186 -0.0274
N 1.11517 -0.23713 -1.76880 -0.7365 0.2164 -0.6195
H 4.72143 1.42145 1.06789 0.0849 0.1885 -0.0281
H -3.62407 -3.03620 -1.40187 -0.0196 -0.0890 -0.0104
H -0.47759 -2.73158 -1.26791 0.0217 -0.0833 0.1317
O -0.63871 0.85054 1.76000 -0.1543 -0.1753 0.7005
I 0.44135 3.05950 3.41631 -0.0379 0.1405 0.4919
C -4.01110 0.31549 -1.60309 0.0440 -0.0861 0.0468
C -2.17716 -1.56241 -0.83230 -0.4854 -0.1978 -0.0993
H 0.63062 -2.36562 0.71081 -0.0659 0.0255 -0.1127
H -2.47293 1.67367 -0.93106 0.0090 0.1160 -0.0498
C 0.76476 0.51183 5.04571 -0.0803 0.0487 0.0807
C -4.32631 -1.02948 -1.73742 0.1105 0.0531 0.0755
C 2.23328 -0.60304 -1.93317 -0.2190 -0.0692 -0.3498
S 2.70178 0.35625 1.66978 1.4043 -0.2121 0.1224
H 1.17423 1.14070 5.81847 0.0227 0.0650 0.0457
O 2.04757 1.36185 0.79360 0.1701 0.0774 -0.0793
C -1.12040 -2.55123 -0.40032 0.1190 -0.1254 0.1030
Au 0.26199 0.27659 -0.06030 -0.6988 0.7309 -0.2662
O 2.17943 -0.97635 1.39136 0.4669 -0.2284 0.0408
C -3.40464 -1.98125 -1.33429 0.0875 0.1188 0.0085
H 0.21520 -2.75453 4.31939 -0.0562 -0.0680 -0.0513
H -4.71206 1.08567 -1.88290 -0.0238 0.0768 -0.0303
H -1.95710 -1.60125 1.83810 0.0057 -0.0845 0.0595
O 2.64198 0.71239 3.07468 0.3847 0.0691 -0.1294
H 4.99014 -0.00547 2.09940 0.0868 -0.1053 0.0842
H -1.04629 -3.03826 2.36075 -0.0994 0.1344 0.0315
C 4.45516 0.38914 1.24560 -0.8940 -0.0731 0.1181
N -1.89443 -0.27333 -0.72306 0.4008 -0.1148 0.0227
I 1.49137 -1.75488 6.91214 -0.1619 0.1956 -0.3580
C -2.77189 0.64705 -1.08151 -0.4922 0.1450 -0.1829

We obtain energy relative to the best compared isomer or geometry (same formula, charge and spin) values of 0.824 1.177 eV for the records listed above, in that order.